# 1
Formula: C6H6NO8
Source: the Open Molecules 2025 dataset
Level of theory: the ωB97M-V functional and the def2-TZVPD basis

Each line ends with the Mulliken charge.
Geometry (Å):
C  2.41  0.94  0.48  -0.08
C  1.79  -0.16  0.98  0.62
C  2.57  0.95  -0.93  0.31
C  1.38  -0.93  -0.31  0.84
C  -0.60  0.57  -0.79  -0.72
C  -0.14  -0.87  -0.45  0.00
N  1.85  -2.39  -0.37  0.91
O  1.29  -0.47  2.09  -0.77
O  1.02  -3.26  -0.30  -0.76
O  3.02  1.74  -1.72  -0.61
O  3.05  -2.50  -0.33  -0.82
O  1.99  -0.26  -1.44  -0.47
O  2.86  2.01  1.31  -0.55
O  -1.96  0.66  -0.67  -0.58
O  -0.85  -1.41  0.67  -0.62
H  -0.07  1.33  -0.18  0.21
H  -0.28  0.68  -1.73  0.49
H  -0.48  -1.51  -1.32  0.45
H  2.44  1.61  2.07  0.30
H  -2.25  -0.05  -0.07  0.39
H  -0.34  -1.12  1.43  0.46

The highest occupied orbital energy (spin up / spin down) is -1.16 / -5.58 eV. The calculation puts the relative energy (zero: lowest compared OMol25 entry of this formula, charge and spin) at 0.0 kcal/mol. The net charge is -1. The calculation puts the total energy at -24184.391 eV. Its frontier orbital gap (spin up / spin down) is 4.16 / 5.99 eV. Its multiplicity is 3. The lowest unoccupied orbital energy (spin up / spin down) comes out at 3.00 / 0.41 eV.

# 2
Formula: C6H6O
Source: the Open Molecules 2025 dataset
Level of theory: the ωB97M-V functional and the def2-TZVPD basis

Each line ends with the Mulliken charge.
Geometry (Å):
O  2.65  0.39  0.04  -0.51
C  1.77  -0.47  -0.02  -0.12
C  0.32  -0.21  -0.01  0.58
C  -0.62  -1.14  0.00  -0.49
C  -2.02  -0.55  0.03  -0.44
C  -1.68  0.97  0.02  -0.44
C  -0.33  1.15  -0.03  -0.51
H  1.98  -1.55  -0.17  0.25
H  -0.40  -2.22  0.01  0.31
H  -2.61  -0.77  -0.87  0.26
H  -2.59  -0.91  0.88  0.31
H  -2.44  1.74  -0.07  0.39
H  0.22  2.11  -0.03  0.39

The highest occupied orbital energy is -9.21 eV. The calculation puts the relative energy (zero: lowest compared OMol25 entry of this formula, charge and spin) at 27.5 kcal/mol. The calculation puts the total energy at -8365.313 eV. Its frontier orbital gap is 9.49 eV. The lowest unoccupied orbital energy comes out at 0.28 eV.

# 3
Formula: C6H6O
Source: the Open Molecules 2025 dataset
Level of theory: the ωB97M-V functional and the def2-TZVPD basis

Each line ends with the Mulliken charge.
Geometry (Å):
C  -1.22  2.10  0.78  -0.80
C  -1.73  0.98  0.38  0.08
C  -2.51  0.08  -0.07  0.59
O  -2.93  -0.78  -0.73  -0.41
H  -1.82  2.95  1.18  0.24
H  -0.15  2.10  0.80  0.25
C  -0.39  -1.45  1.42  -0.01
C  -0.05  -1.50  0.27  -0.14
C  0.32  -1.56  -1.13  -1.00
H  -1.10  -1.29  2.22  0.38
H  0.76  -0.50  -1.46  0.23
H  -0.54  -1.71  -1.81  0.26
H  1.13  -2.30  -1.23  0.32

The highest occupied orbital energy is -8.51 eV. The calculation puts the relative energy (zero: lowest compared OMol25 entry of this formula, charge and spin) at 116.6 kcal/mol. The calculation puts the total energy at -8361.452 eV. Its frontier orbital gap is 8.08 eV. The lowest unoccupied orbital energy comes out at -0.44 eV.

# 4
Formula: C6H6O
Source: the Open Molecules 2025 dataset
Level of theory: the ωB97M-V functional and the def2-TZVPD basis

Each line ends with the Mulliken charge.
Geometry (Å):
C  -1.78  -2.35  0.72  -0.06
C  -1.29  -1.29  0.41  -0.53
C  -0.44  -0.20  0.04  0.32
C  0.68  -0.41  -0.64  -0.39
C  1.52  0.82  -0.62  -0.39
O  0.78  1.77  0.13  -0.38
C  -0.51  1.26  0.43  -0.39
H  -2.15  -3.31  0.99  0.41
H  0.98  -1.36  -1.06  0.43
H  2.48  0.62  -0.12  0.24
H  1.74  1.22  -1.63  0.25
H  -1.27  1.80  -0.15  0.22
H  -0.73  1.42  1.50  0.26

The highest occupied orbital energy is -8.92 eV. The calculation puts the relative energy (zero: lowest compared OMol25 entry of this formula, charge and spin) at 65.1 kcal/mol. The calculation puts the total energy at -8363.681 eV. Its frontier orbital gap is 9.88 eV. The lowest unoccupied orbital energy comes out at 0.95 eV.

# 5
Formula: C6H6O
Source: the Open Molecules 2025 dataset
Level of theory: the ωB97M-V functional and the def2-TZVPD basis

Each line ends with the Mulliken charge.
Geometry (Å):
C  2.94  0.62  -0.12  -0.03
C  1.76  0.39  -0.27  -0.63
C  0.38  0.09  -0.25  0.29
C  -0.54  0.93  0.21  -0.42
C  -1.77  0.20  0.47  -0.39
O  -1.48  -1.17  0.33  -0.35
C  -0.23  -1.30  -0.35  -0.39
H  3.98  0.83  -0.10  0.44
H  -0.57  2.00  0.32  0.42
H  -2.17  0.75  -0.46  0.24
H  -2.23  0.35  1.48  0.32
H  0.34  -2.09  0.14  0.28
H  -0.42  -1.60  -1.40  0.22

The highest occupied orbital energy is -8.58 eV. The calculation puts the relative energy (zero: lowest compared OMol25 entry of this formula, charge and spin) at 83.0 kcal/mol. The calculation puts the total energy at -8362.907 eV. Its frontier orbital gap is 9.51 eV. The lowest unoccupied orbital energy comes out at 0.93 eV.

# 6
Formula: C6H6O
Source: the Open Molecules 2025 dataset
Level of theory: the ωB97M-V functional and the def2-TZVPD basis

Each line ends with the Mulliken charge.
Geometry (Å):
C  1.72  -1.35  -0.03  -0.92
C  0.63  -0.69  0.05  0.30
C  0.87  1.30  -0.08  -0.62
C  -0.18  0.44  -0.10  0.82
C  2.11  0.38  0.05  -0.31
C  -2.28  -0.64  0.03  -0.62
O  -1.50  0.55  -0.09  -0.42
H  1.04  2.41  0.06  0.31
H  2.56  0.40  0.95  0.32
H  2.73  0.32  -0.72  0.33
H  -2.01  -1.50  0.76  0.27
H  -2.30  -1.16  -1.10  0.28
H  -3.39  -0.45  0.21  0.25

The highest occupied orbital energy is -8.74 eV. The calculation puts the relative energy (zero: lowest compared OMol25 entry of this formula, charge and spin) at 158.9 kcal/mol. The calculation puts the total energy at -8359.615 eV. Its frontier orbital gap is 9.53 eV. The lowest unoccupied orbital energy comes out at 0.79 eV.

# 7
Formula: C6H6O
Source: the Open Molecules 2025 dataset
Level of theory: the ωB97M-V functional and the def2-TZVPD basis

Each line ends with the Mulliken charge.
Geometry (Å):
C  -1.54  1.68  -0.54  0.17
C  -1.10  0.56  -0.55  -0.58
C  -0.62  -0.82  -0.56  -0.57
C  0.39  -1.06  0.58  -0.17
O  -0.13  -0.67  1.82  -0.53
C  1.58  -0.27  0.22  -0.53
C  2.15  0.70  -0.22  0.04
H  -1.98  2.65  -0.56  0.41
H  -1.48  -1.49  -0.44  0.28
H  -0.11  -1.03  -1.50  0.34
H  0.60  -2.12  0.68  0.37
H  -0.35  0.27  1.73  0.38
H  2.59  1.57  -0.64  0.39

The highest occupied orbital energy is -10.16 eV. The calculation puts the relative energy (zero: lowest compared OMol25 entry of this formula, charge and spin) at 92.4 kcal/mol. The calculation puts the total energy at -8362.501 eV. Its frontier orbital gap is 11.11 eV. The lowest unoccupied orbital energy comes out at 0.95 eV.

# 8
Formula: C6H6O
Source: the Open Molecules 2025 dataset
Level of theory: the ωB97M-V functional and the def2-TZVPD basis

Each line ends with the Mulliken charge.
Geometry (Å):
C  2.07  -0.72  -1.56  0.06
C  1.21  -0.35  -0.81  -1.05
C  0.16  0.07  0.04  0.56
C  -0.38  -0.78  1.37  -0.81
C  -1.22  -0.44  0.20  0.04
O  -1.84  0.82  0.20  -0.44
C  -0.54  1.44  0.09  -0.39
H  2.82  -1.05  -2.25  0.46
H  0.37  -0.03  1.68  0.41
H  -0.05  -1.82  1.33  0.28
H  -1.59  -1.22  -0.45  0.35
H  -0.42  1.95  -0.88  0.31
H  -0.36  2.14  0.91  0.23

The highest occupied orbital energy is -8.58 eV. The calculation puts the relative energy (zero: lowest compared OMol25 entry of this formula, charge and spin) at 134.7 kcal/mol. The calculation puts the total energy at -8360.666 eV. Its frontier orbital gap is 9.54 eV. The lowest unoccupied orbital energy comes out at 0.96 eV.

# 9
Formula: C6H6O
Source: the Open Molecules 2025 dataset
Level of theory: the ωB97M-V functional and the def2-TZVPD basis

Each line ends with the Mulliken charge.
Geometry (Å):
C  -1.68  -2.46  -0.21  0.37
C  -1.11  -1.47  -0.57  -0.67
C  -0.47  -0.23  -0.97  -0.50
C  -0.81  1.04  -0.18  -0.57
C  0.51  0.43  -0.09  0.20
C  1.71  0.53  0.44  -0.19
O  2.01  1.61  1.23  -0.48
H  -2.20  -3.34  0.11  0.40
H  -0.34  -0.11  -2.05  0.32
H  -1.49  0.91  0.66  0.24
H  -0.93  1.96  -0.73  0.23
H  2.51  -0.17  0.24  0.33
H  2.30  1.30  2.10  0.32

The highest occupied orbital energy is -9.33 eV. The calculation puts the relative energy (zero: lowest compared OMol25 entry of this formula, charge and spin) at 88.7 kcal/mol. The calculation puts the total energy at -8362.660 eV. Its frontier orbital gap is 10.14 eV. The lowest unoccupied orbital energy comes out at 0.81 eV.

# 10
Formula: C6H6O
Source: the Open Molecules 2025 dataset
Level of theory: the ωB97M-V functional and the def2-TZVPD basis

Each line ends with the Mulliken charge.
Geometry (Å):
C  0.37  0.32  -1.88  -0.06
C  0.31  -0.66  -1.06  -0.68
C  0.99  0.61  -0.62  -0.13
C  0.32  1.15  0.47  -0.77
C  -0.60  0.47  1.12  0.67
C  -0.91  -0.94  1.52  -0.34
O  -1.62  0.25  1.96  -0.44
H  0.41  0.65  -2.99  0.32
H  0.38  -1.69  -1.35  0.38
H  2.00  0.48  -0.46  0.35
H  0.26  2.30  0.53  0.20
H  -1.27  -1.30  0.47  0.17
H  -0.64  -1.65  2.29  0.33

The highest occupied orbital energy is -8.72 eV. The calculation puts the relative energy (zero: lowest compared OMol25 entry of this formula, charge and spin) at 165.8 kcal/mol. The calculation puts the total energy at -8359.316 eV. Its frontier orbital gap is 9.82 eV. The lowest unoccupied orbital energy comes out at 1.10 eV.

# 11
Formula: C6H6O
Source: the Open Molecules 2025 dataset
Level of theory: the ωB97M-V functional and the def2-TZVPD basis

Each line ends with the Mulliken charge.
Geometry (Å):
C  -2.12  1.69  -1.38  -0.14
C  1.23  -1.82  0.17  0.00
C  -1.77  0.71  -0.77  -0.20
C  0.62  -0.80  0.24  -0.17
C  -1.68  -0.55  -0.04  -0.34
C  0.42  0.51  0.86  -1.16
O  -2.09  -0.94  0.97  -0.25
H  -2.34  2.68  -1.72  0.45
H  1.60  -2.84  -0.08  0.40
H  -1.13  -1.22  -0.87  0.36
H  -0.49  0.58  1.50  0.35
H  0.22  1.06  0.01  0.42
H  1.35  0.74  1.44  0.28

The highest occupied orbital energy (spin up / spin down) is -6.30 / -10.21 eV. The calculation puts the relative energy (zero: lowest compared OMol25 entry of this formula, charge and spin) at 68.5 kcal/mol. The calculation puts the total energy at -8356.761 eV. Its frontier orbital gap (spin up / spin down) is 7.24 / 7.09 eV. Its multiplicity is 3. The lowest unoccupied orbital energy (spin up / spin down) comes out at 0.94 / -3.12 eV.

# 12
Formula: C6H6O2
Source: the Open Molecules 2025 dataset
Level of theory: the ωB97M-V functional and the def2-TZVPD basis

Each line ends with the Mulliken charge.
Geometry (Å):
C  -0.48  -3.01  -1.32  0.01
C  0.11  -2.13  -0.75  -0.73
C  0.83  -0.82  -0.38  0.48
O  0.41  -0.41  1.11  -0.42
C  0.33  0.94  1.02  0.38
C  -0.61  2.13  1.15  -0.65
C  -0.40  1.01  -0.11  -0.19
O  0.49  0.34  -1.06  -0.33
H  -0.48  -3.85  -2.01  0.33
H  1.80  -1.28  -0.66  0.24
H  1.28  1.55  0.79  0.13
H  -1.66  1.96  1.46  0.26
H  -0.08  3.02  1.20  0.30
H  -1.53  0.56  -0.46  0.18

The highest occupied orbital energy is -8.79 eV. The calculation puts the relative energy (zero: lowest compared OMol25 entry of this formula, charge and spin) at 212.0 kcal/mol. The calculation puts the total energy at -10404.218 eV. Its frontier orbital gap is 9.47 eV. The lowest unoccupied orbital energy comes out at 0.68 eV.